The following is a quantum chemistry calculation of a molecular structure, C39H54AsN5O4PRuS3Si2 at a distorted geometry, from OMol25.

Computed properties:
HOMO level (alpha / beta) = 0.2 / -1.2 eV
F_max = 5.81 eV/Å
ΔE to the lowest compared entry with this formula, charge and spin = 13.6 kcal per mole
spin multiplicity = 6
net charge = -2
Kohn-Sham gap (alpha / beta) = 4.094 / 4.707 eV
E = -177927.76155 eV

Last column: Mulliken charge in e.
Geometry (Å):
Ru -21.585508 -2.345448 4.975120  2.0275
C -26.814494 2.257763 4.388953  -1.5450
C -26.045105 1.066924 4.921000  0.2417
C -26.617190 -0.214859 5.142707  -0.8221
C -25.897338 -1.379570 5.203190  -0.8603
C -24.493580 -1.314252 5.170677  -0.7678
N -23.711226 -2.428693 4.803568  1.5244
C -24.236972 -3.220873 3.732001  0.3807
C -24.425069 -2.510564 2.527377  0.7091
C -24.727157 -3.154577 1.295190  -1.1169
C -25.108357 -4.475448 1.280180  0.9409
C -25.807920 -5.251042 0.200368  -1.3937
C -24.951795 -5.203807 2.498063  -1.3551
C -24.570783 -4.594537 3.768824  0.0304
N -24.631274 -5.324506 4.941759  0.5021
C -24.795367 -6.690901 5.104802  -0.2782
C -24.632066 -7.001833 6.431074  -1.1441
C -24.277594 -5.788983 7.047436  0.0642
N -24.328157 -4.768355 6.205949  -0.4259
C -23.847304 -0.027030 5.252476  0.6915
C -24.664865 1.119902 5.103902  -0.6395
N -22.582984 0.073189 5.646109  1.5207
C -21.602061 1.085107 5.531564  -0.5497
C -20.668555 0.776886 6.757347  -0.2406
C -21.280581 -0.367480 7.343698  -1.8122
N -22.205980 -0.934872 6.558380  -0.7626
H -27.609751 1.865493 3.731870  0.3681
H -26.191208 2.963303 3.852502  0.3566
H -27.328402 2.821352 5.166875  0.2891
H -27.698119 -0.222852 5.195500  0.3704
H -26.373537 -2.371347 5.109721  0.3756
H -24.276100 -1.430412 2.541385  0.3875
H -24.726707 -2.617737 0.325506  0.2296
H -26.199779 -6.214852 0.637814  0.3076
H -25.079833 -5.557031 -0.571334  0.2715
H -26.619598 -4.714731 -0.260562  0.3385
H -25.335150 -6.166321 2.455532  0.1143
H -25.287855 -7.243877 4.367878  0.3780
H -24.833084 -7.957516 6.892740  0.4112
H -24.075864 -5.583699 8.115940  0.1764
H -24.162375 2.102190 5.089196  0.2507
H -21.882258 2.169788 5.398886  0.4023
H -20.411568 1.674341 7.362430  0.2907
H -20.905105 -1.007172 8.089680  0.4915
O -17.690783 -0.884891 6.460895  -0.8685
C -18.808440 -0.815393 6.009850  -0.7727
O -19.647043 -1.849520 5.907575  0.0707
C -19.493622 0.553947 5.715949  2.5195
C -18.498289 1.647999 5.740189  -1.4299
C -18.430532 2.583971 4.772145  -0.4349
C -19.247341 2.578086 3.568822  -0.7087
C -20.234580 1.646217 3.388788  -0.5307
C -20.523512 0.707739 4.476339  0.5846
S -21.079936 -0.912174 3.545394  -0.9084
H -17.695373 1.532136 6.506836  0.2811
H -17.720570 3.409052 4.873441  0.3628
H -19.144443 3.369164 2.840499  0.3608
H -20.782010 1.564854 2.403355  0.2322
C -19.878114 -5.513398 11.241499  -1.0375
Si -19.621941 -4.475444 9.657469  0.4666
C -18.463431 -5.375674 8.508425  -0.9244
C -18.706984 -2.871797 10.167290  -0.9203
As -21.583562 -3.761517 8.479262  -0.0669
Si -22.913211 -2.788061 10.324954  0.4645
C -21.825603 -2.069156 11.650270  -1.0863
C -24.014278 -1.526610 9.619197  -0.8419
C -23.828499 -4.205526 11.251669  -1.0359
H -19.079845 -5.263289 11.967685  0.3429
H -19.760549 -6.586818 10.972289  0.3221
H -20.841593 -5.343188 11.701122  0.1470
H -17.705150 -5.930823 9.047915  0.3779
H -17.957464 -4.626264 7.889785  0.0554
H -18.921458 -6.112900 7.826488  0.3513
H -17.664039 -3.071712 10.426822  0.4475
H -19.132493 -2.284066 10.974234  0.3240
H -18.679742 -2.242727 9.242858  -0.0104
H -21.304449 -1.161144 11.220957  0.2777
H -21.072229 -2.735580 12.098215  0.2547
H -22.445400 -1.612895 12.474740  0.3858
H -23.397774 -0.598054 9.469948  0.1705
H -24.843553 -1.277176 10.247778  0.5517
H -24.431276 -1.963625 8.734834  0.0908
H -23.178175 -5.067073 11.652903  0.2123
H -24.766818 -4.487451 10.689011  0.2969
H -24.218209 -3.633989 12.141308  0.3195
C -15.504700 -2.938511 4.491171  -1.4171
C -16.248474 -4.231680 4.322917  0.9738
C -15.901178 -5.028638 3.102838  -1.2260
O -17.752135 -3.855429 4.333334  -0.3631
P -18.863181 -4.788448 3.701723  0.5653
S -18.384356 -6.675447 3.983166  -0.5386
S -20.908283 -4.454288 4.198045  -0.9230
O -18.749630 -4.267741 2.091795  -0.3987
C -19.608250 -4.930832 1.052797  0.2954
C -18.836180 -4.690486 -0.261721  -1.6039
C -21.040623 -4.385606 1.017099  -0.5963
H -14.464379 -3.097097 4.871850  0.3753
H -16.050120 -2.292767 5.197988  0.2012
H -15.418350 -2.379584 3.565162  0.3712
H -16.165290 -4.769647 5.317620  0.0827
H -16.628208 -4.786703 2.266122  0.1983
H -16.019771 -6.102278 3.273460  0.3144
H -14.873342 -4.862078 2.720952  0.3940
H -19.550749 -5.984302 1.383604  0.3642
H -18.700568 -3.596827 -0.431756  0.2880
H -19.448151 -4.995414 -1.136115  0.3986
H -17.812523 -5.143411 -0.278627  0.3442
H -21.018451 -3.295376 0.851187  0.2198
H -21.553721 -4.593466 1.930325  -0.2527
H -21.602234 -4.764002 0.184542  0.5101

Cartesian forces, eV/Å:
Ru -0.970 -2.880 2.879
C -0.812 -0.770 0.500
C 0.594 -1.356 0.303
C -1.080 2.015 -0.623
C 0.910 -0.341 -0.122
C 1.242 -0.854 -1.591
N -1.253 -0.391 0.428
C -0.096 1.383 0.830
C 0.183 -1.117 -1.715
C -0.216 1.486 0.222
C 0.180 -1.775 2.630
C 0.944 -1.192 -0.110
C 0.255 3.177 1.108
C -0.329 0.471 -3.227
N 0.766 -1.455 3.489
C -0.332 1.639 0.813
C 0.036 -0.194 -0.423
C -0.572 0.896 0.198
N 0.275 -0.728 -1.276
C -3.988 0.775 0.370
C 0.884 0.182 -0.340
N 0.633 -0.088 0.984
C 0.026 0.945 -0.182
C 0.873 3.082 -1.468
C -1.611 -2.161 -0.982
N 0.741 1.922 0.988
H 0.313 0.373 -0.001
H 0.210 -0.077 -0.197
H -0.061 0.125 0.236
H -0.285 -0.338 -0.280
H 0.237 0.659 0.329
H 0.275 -0.340 0.041
H -0.155 0.064 0.824
H 0.237 1.053 -0.514
H -0.369 0.149 -0.050
H -0.307 0.267 -0.205
H -0.394 -1.834 0.360
H -0.073 -0.881 -1.146
H 0.228 0.054 -0.076
H -0.096 -0.176 -0.900
H -0.197 -0.478 -0.120
H -0.450 -1.158 0.326
H -0.345 -0.756 0.103
H 0.690 -0.435 0.940
O 1.500 0.263 0.340
C -3.825 -2.249 -0.570
O 2.562 1.525 0.757
C 0.467 -0.841 -0.840
C 0.947 0.217 -0.107
C 0.229 0.264 0.710
C -1.820 -0.847 -0.130
C 1.219 1.529 -0.542
C -0.292 -2.564 -0.071
S 2.126 4.444 -3.074
H -0.826 0.414 -0.534
H 0.084 -0.354 -0.072
H 0.401 -0.025 -0.200
H 0.475 0.116 1.432
C 0.712 -0.452 -0.436
Si -0.109 0.862 0.602
C -0.165 -0.268 -0.673
C 0.075 0.047 -1.076
As -0.253 0.061 0.572
Si 1.559 -2.256 0.056
C 0.307 1.980 0.651
C 0.557 0.956 0.235
C -0.587 0.363 0.498
H -0.342 -0.096 -0.286
H -0.246 0.554 0.286
H -0.239 -0.051 0.174
H 0.300 -0.015 0.374
H -0.085 -0.101 -0.071
H -0.072 0.441 0.187
H 0.055 -0.147 -0.008
H -0.245 -0.039 0.042
H 0.034 -0.274 0.626
H -0.206 -0.997 0.350
H -0.336 0.183 -0.246
H 0.380 -0.614 -0.547
H -0.730 -0.877 -0.428
H -0.546 0.219 0.669
H -0.057 0.289 -1.021
H -1.167 1.225 -0.950
H 1.157 -0.325 0.541
H 0.281 -0.633 -0.446
C 0.289 0.814 0.453
C -1.597 -0.035 1.772
C 0.014 -0.609 -1.548
O 1.118 0.222 -0.211
P -1.332 0.250 -1.283
S -0.518 -0.298 -0.104
S 2.034 -0.894 0.422
O -0.972 -0.671 0.515
C 1.261 0.205 0.831
C -0.040 0.532 -0.264
C 1.071 0.875 -0.421
H -0.798 -0.140 -0.230
H 0.226 -0.243 -0.081
H -0.073 0.017 -0.326
H -0.014 0.090 -1.384
H 1.033 -0.106 0.934
H 0.093 0.326 -0.025
H -0.381 0.292 0.410
H -0.402 0.162 -0.629
H -0.056 -0.576 0.446
H 0.425 -0.309 0.462
H -0.986 0.141 0.058
H 0.116 -0.218 0.341
H -0.344 -0.053 0.291
H -0.188 -0.643 -0.562